The following is a quantum chemistry calculation of a structure of composition C21H55BN15O21Sn at a distorted geometry, from the Open Molecules 2025 dataset.

```
! wB97M-V def2-TZVPD RIJCOSX def2/J DEFGRID3
* xyz 1 1
Sn 13.60259 14.95273 10.50193
O 14.73352 16.89409 11.31242
O 14.18158 10.70560 9.37724
O 13.79973 12.46946 10.60841
O 14.83123 10.74476 7.06976
O 14.55865 14.31324 12.77757
O 9.98197 10.95067 12.74878
O 14.85015 10.28411 14.09437
O 10.96598 13.98275 11.22466
O 13.49930 15.85553 7.90227
O 11.93505 14.57874 13.66434
O 12.51160 11.08079 7.71012
O 11.88099 17.37894 12.60065
O 13.67236 8.80187 7.85414
O 17.94458 11.80516 11.25270
O 16.56001 9.76024 6.02946
O 15.10323 7.26231 7.09068
O 11.73552 12.96923 8.53057
O 17.34507 15.66864 11.93568
O 15.56323 14.52023 9.78606
O 21.75744 13.99177 9.60616
O 12.97450 7.18912 13.45761
N 9.08116 12.84827 11.06188
N 13.26113 9.62457 15.58030
N 17.23833 13.30134 8.93205
N 13.42535 18.00881 7.20723
N 9.30258 14.95508 9.92578
N 14.26340 19.03479 11.99935
N 16.43620 18.25675 12.01797
N 12.93282 6.13421 11.47816
N 11.91637 16.41033 6.31264
N 10.59333 8.84228 13.02816
N 14.92731 6.77785 12.39236
N 15.15676 13.56175 7.77612
N 13.43046 11.87312 14.80355
N 21.18007 11.88939 11.71200
N 12.09211 10.44816 12.30188
C 15.12055 17.98399 11.76891
C 12.06142 16.93904 13.95531
C 9.82782 13.92420 10.78108
C 14.80088 8.38430 7.14894
C 20.02989 12.52218 12.33699
C 13.88431 10.54721 14.80289
C 13.60883 6.70709 12.50662
C 18.81744 11.54966 12.39627
C 10.87195 10.07473 12.70925
C 20.78984 12.94518 9.38506
C 15.70203 14.84842 13.52454
C 15.54576 9.67577 6.62503
C 21.21954 11.71904 10.23433
C 17.04576 14.55295 12.88597
C 11.20017 15.74026 14.15234
C 12.96166 16.71388 7.20394
C 21.47675 15.12657 8.78557
C 13.55978 11.78369 9.62416
C 12.46681 11.99236 8.56642
C 16.82668 10.91481 11.37244
C 15.98376 13.82726 8.85302
B 13.74195 10.25306 7.93654
H 15.40830 7.18699 13.14994
H 19.12450 10.53992 12.23809
H 10.95390 15.55767 15.21081
H 8.10184 12.88644 10.79409
H 17.09950 17.52060 11.96521
H 10.20666 15.78158 13.67736
H 14.29320 18.25629 7.64810
H 22.04327 12.35087 11.97543
H 20.54345 10.87058 9.93672
H 17.11632 15.34782 11.05606
H 11.41628 15.53475 6.51230
H 11.57775 17.73868 14.59592
H 17.13746 9.88609 11.09930
H 17.64008 13.15401 9.90068
H 13.78372 14.42007 13.42817
H 11.31601 8.09170 13.16197
H 20.79836 12.73037 8.26773
H 21.83113 14.98647 7.75526
H 12.43876 12.06518 14.66718
H 13.32948 18.80527 11.71508
H 9.75955 8.70524 13.60771
H 16.62225 19.22204 12.21001
H 15.60963 14.25936 14.46806
H 16.01778 11.32645 10.79339
H 15.48294 6.47517 11.62369
H 11.47110 17.12645 5.76440
H 17.49593 12.57109 8.28480
H 16.46204 10.83652 12.42043
H 9.87413 15.52189 9.37321
H 19.72768 13.44361 11.78006
H 13.20518 8.68809 15.25839
H 15.57440 13.09598 6.96574
H 12.94583 18.77697 6.82986
H 22.25866 11.46963 10.03971
H 15.49635 15.90611 13.70353
H 19.80065 13.27526 9.73020
H 11.96682 6.24919 11.55142
H 18.20526 11.55619 13.27852
H 22.01430 15.96369 9.24797
H 12.58605 9.87278 16.21585
H 13.98371 12.50482 14.31896
H 9.48362 12.10200 11.67156
H 13.40728 5.95740 10.58542
H 8.36664 14.70127 9.61439
H 20.32500 12.89082 13.34874
H 13.09947 16.73220 14.29553
H 17.01595 13.63127 12.30794
H 12.82969 9.76994 12.23794
H 14.31780 19.89121 12.59567
H 20.36634 15.33199 8.89644
H 11.40344 14.20034 12.94822
H 11.13292 16.93924 12.27131
H 17.86818 14.48810 13.65298
H 11.95537 11.21455 11.65264
H 14.33545 14.13230 7.73138
*
```

Calculated values
Total energy ... -3474.0120 Eh
Molecular weight ... 983.278 g mol⁻¹
E_HOMO ... -0.38456 hartree
Energy above the lowest of the compared OMol25 structures with the same formula, charge and spin ... 0.0 kJ/mol
LUMO ... -2.084 eV
Gap between HOMO and LUMO ... 8.381 eV



The following is a quantum chemistry calculation of a cluster of 2 separate species, C4H15N2O in total, from the Open Molecules 2025 dataset.

```
! wB97M-V def2-TZVPD RIJCOSX def2/J DEFGRID3
* xyz 1 1
O -0.26181 -1.16777 -0.23821
N -2.46988 -0.73575 2.65998
N 1.84747 0.52610 -0.27323
C 0.87711 1.77205 -2.18974
C -1.33019 -1.26577 1.93337
C -1.51896 -0.96783 0.45869
C 2.13416 1.15722 -1.60736
H 0.99052 -0.09967 -0.28421
H -2.26868 -1.62706 0.01831
H 2.53551 0.38033 -2.24922
H -2.33783 -0.83265 3.65872
H 2.62972 -0.05100 0.03201
H 1.13583 2.37331 -3.06210
H 1.70590 1.25215 0.42882
H -1.83535 0.06260 0.32306
H -1.15125 -2.34266 2.06909
H 0.37958 2.42922 -1.47037
H -3.31378 -1.25136 2.43937
H -0.39240 -1.76511 -0.97960
H 0.16550 1.00365 -2.50350
H 2.90677 1.89894 -1.44391
H -0.42792 -0.74892 2.28003
*
```

Calculated values
Total energy ... -345.9108 Eh
Molecular weight ... 107.177 g mol⁻¹
E_HOMO ... -0.46065 hartree
Energy above the lowest of the compared OMol25 structures with the same formula, charge and spin ... 91.7 kJ/mol
LUMO ... -3.172 eV
Gap between HOMO and LUMO ... 9.363 eV



The following is a quantum chemistry calculation of a cluster of 3 separate species, C4H12O3 in total at a distorted geometry, from the Open Molecules 2025 dataset.

```
! wB97M-V def2-TZVPD RIJCOSX def2/J DEFGRID3
* xyz 0 1
O -3.22888 -1.44009 0.03595
O 1.46887 -1.51053 -1.67925
O 2.55702 1.69322 -0.00897
C 0.42243 -0.50361 -1.60870
C -0.50018 0.59124 0.62703
C -0.52430 0.71688 2.08780
C -0.14511 -0.43642 -0.16378
H 3.07423 1.38810 -0.80477
H -0.41636 -0.73783 -2.29593
H -2.58781 -1.19536 0.72554
H -0.86472 1.45892 0.02337
H -0.07403 -0.25285 2.58603
H -3.25085 -0.71449 -0.54266
H 0.11470 1.54265 2.47980
H -1.55872 0.95908 2.36264
H 0.29729 -1.38636 0.22744
H 0.81149 0.52139 -1.97241
H 2.75633 0.98415 0.54253
H 1.64859 -1.67810 -2.62164
*
```

Calculated values
Total energy ... -385.2473 Eh
Molecular weight ... 108.137 g mol⁻¹
E_HOMO ... -0.34049 hartree
Energy above the lowest of the compared OMol25 structures with the same formula, charge and spin ... 195.4 kJ/mol
LUMO ... 0.676 eV
Gap between HOMO and LUMO ... 9.941 eV



The following is a quantum chemistry calculation of the molecule C3H7N3O at a distorted geometry, from the Open Molecules 2025 dataset.

```
! wB97M-V def2-TZVPD RIJCOSX def2/J DEFGRID3
* xyz 0 1
O 0.01221 -1.83972 -0.32376
N -0.87340 0.21359 -0.23110
N -3.11296 0.64652 -0.62914
N 1.40687 -0.38468 0.40733
C -2.16464 -0.18946 -0.54230
C 0.18689 -0.63692 -0.12676
C 2.34144 0.68881 0.10592
H 3.37179 0.64297 0.48580
H -3.97682 0.16137 -0.87293
H 1.91660 1.61520 0.50584
H -2.24349 -1.26371 -0.69280
H -0.73661 1.18638 -0.05372
H 2.41057 0.80130 -0.98359
H 1.41925 -1.40965 0.71621
*
```

Calculated values
Total energy ... -357.9942 Eh
Molecular weight ... 101.109 g mol⁻¹
E_HOMO ... -0.34358 hartree
Energy above the lowest of the compared OMol25 structures with the same formula, charge and spin ... 146.3 kJ/mol
LUMO ... 0.758 eV
Gap between HOMO and LUMO ... 10.107 eV